15
Properties=species:S:1:pos:R:3 method="wB97M-V/def2-TZVPD" s2=0.75 homo_lumo_gap_ev="4.154 / 7.888" e_above_lowest_kj_mol=253.6 multiplicity=2 max_force_ev_per_a=1.24 lumo_ev="0.441 / 0.255"
C 2.22 -0.19 -0.90
O 1.61 0.51 0.20
H 2.46 0.52 -1.70
H 3.07 -0.80 -0.63
H 1.47 -0.81 -1.38
H 2.21 0.43 0.93
C -2.03 0.02 0.49
C -1.94 0.49 -0.79
N -0.78 -0.41 1.18
H -2.96 0.06 1.05
H -2.86 0.49 -1.35
H -1.12 1.12 -1.15
H -0.84 -0.15 2.16
H -0.52 -1.42 1.13
H 0.01 0.14 0.76